A cluster of 9 separate species, C28H79N5O9 in total. Source: OMol25; level of theory: ωB97M-V with the def2-TZVPD basis set.

Values from the calculation:
Total charge   +1
LUMO (alpha / beta)   -2.4 / -8.2 eV
Multiplicity   2
Largest force on an atom   3.05 eV/A

Last column: Mulliken spin population.
Element x y z (Å)
C: 3.050 -4.833 1.418  0.00
C: 3.595 -3.751 0.569  0.00
C: 2.511 -2.892 -0.165  0.00
O: 2.996 -1.721 -0.889  0.00
C: 3.654 -2.172 -2.086  0.00
N: 4.249 -2.863 1.525  0.00
H: 2.526 -5.525 0.759  0.00
H: 2.269 -4.382 2.031  0.00
H: 3.806 -5.439 1.917  0.00
H: 4.360 -4.092 -0.129  0.00
H: 1.752 -2.551 0.539  0.00
H: 1.824 -3.537 -0.714  0.00
H: 3.780 -1.335 -2.774  0.00
H: 3.131 -2.879 -2.730  0.00
H: 4.580 -2.666 -1.793  0.00
H: 3.562 -2.476 2.156  0.00
H: 4.584 -2.061 1.011  0.00
C: -1.920 5.790 -1.540  0.13
C: -1.793 5.349 -3.025  0.00
C: -0.827 4.169 -3.149  0.03
O: 0.529 4.546 -3.123  0.00
C: 1.384 3.532 -2.608  0.00
N: -3.150 5.138 -3.459  0.76
H: -0.939 6.063 -1.152  0.00
H: -2.098 4.875 -0.976  0.00
H: -2.585 6.651 -1.465  0.00
H: -1.448 6.202 -3.609  0.08
H: -1.176 3.548 -3.974  0.00
H: -0.936 3.517 -2.282  -0.01
H: 1.409 2.607 -3.184  0.00
H: 0.964 3.216 -1.653  0.00
H: 2.385 3.879 -2.355  0.00
H: -3.798 5.474 -2.761  -0.01
H: -3.413 4.165 -3.398  -0.01
C: 2.231 -3.431 6.672  0.00
C: 2.657 -3.072 5.244  0.00
C: 2.192 -1.708 4.565  0.00
O: 2.721 -1.481 3.247  0.00
C: 2.218 -0.371 2.571  0.00
N: 4.115 -3.177 5.212  0.00
H: 2.744 -4.314 7.056  0.00
H: 1.195 -3.767 6.722  0.00
H: 2.213 -2.578 7.350  0.00
H: 2.295 -3.912 4.651  0.00
H: 2.558 -0.919 5.222  0.00
H: 1.104 -1.649 4.554  0.00
H: 2.472 0.571 3.057  0.00
H: 1.163 -0.405 2.301  0.00
H: 2.846 -0.431 1.682  0.00
H: 4.303 -3.188 4.220  0.00
H: 4.332 -4.141 5.422  0.00
C: -4.662 -0.125 -3.747  0.00
C: -3.906 1.177 -3.875  0.00
C: -4.105 1.780 -5.281  0.00
O: -5.468 1.935 -5.533  0.00
C: -5.749 2.150 -6.956  0.00
N: -4.420 2.123 -2.796  0.04
H: -5.737 -0.037 -3.590  0.00
H: -4.095 -0.617 -2.956  0.00
H: -4.424 -0.752 -4.606  0.00
H: -2.852 0.994 -3.668  0.00
H: -3.639 1.103 -5.996  0.00
H: -3.472 2.644 -5.482  0.00
H: -5.479 1.211 -7.439  0.00
H: -5.161 2.947 -7.412  0.00
H: -6.830 2.243 -7.051  0.00
H: -4.610 1.527 -2.003  0.00
H: -5.299 2.410 -3.201  0.00
C: -4.284 -2.116 5.311  0.00
C: -2.863 -1.839 5.647  0.00
C: -2.515 -0.413 5.808  0.00
O: -2.786 0.355 4.675  0.00
C: -2.215 -0.019 3.422  0.00
N: -2.468 -2.474 6.897  0.00
H: -4.648 -1.476 4.508  0.00
H: -5.056 -1.779 6.002  0.00
H: -4.484 -3.169 5.111  0.00
H: -2.216 -2.349 4.932  0.00
H: -1.432 -0.490 5.905  0.00
H: -2.801 -0.082 6.807  0.00
H: -1.134 -0.103 3.304  0.00
H: -2.527 0.649 2.619  0.00
H: -2.691 -0.931 3.062  0.00
H: -3.113 -2.286 7.652  0.00
H: -1.594 -2.129 7.266  0.00
C: -1.291 0.604 -0.666  0.00
C: -0.181 -0.218 -1.328  0.00
O: 1.064 0.319 -0.929  0.00
H: -1.198 1.662 -0.913  0.00
H: -1.140 0.515 0.410  0.00
H: -2.318 0.317 -0.893  0.00
H: -0.285 -0.276 -2.412  0.00
H: -0.255 -1.262 -1.024  0.00
H: 1.725 -0.374 -1.001  0.00
C: 2.099 5.219 1.340  0.00
C: 1.413 3.810 1.170  0.00
O: 2.230 2.848 0.574  0.00
H: 1.974 5.644 0.344  0.00
H: 3.129 5.008 1.627  0.00
H: 1.768 5.979 2.048  0.00
H: 0.443 3.879 0.678  0.00
H: 1.204 3.490 2.191  0.00
H: 1.691 2.144 0.205  0.00
C: 5.878 0.272 0.416  0.00
C: 4.792 0.952 -0.459  0.00
O: 4.745 2.348 -0.510  0.00
H: 6.878 0.542 0.076  0.00
H: 5.809 -0.815 0.455  0.00
H: 5.813 0.629 1.444  0.00
H: 3.942 0.398 -0.060  0.00
H: 4.938 0.640 -1.493  0.00
H: 4.190 2.781 0.144  0.00
C: -1.834 -3.035 -4.723  0.00
C: -1.510 -4.433 -5.269  0.00
O: -0.232 -4.494 -5.809  0.00
H: -1.738 -2.278 -5.502  0.00
H: -1.198 -2.684 -3.910  0.00
H: -2.774 -2.914 -4.184  0.00
H: -2.122 -4.679 -6.137  0.00
H: -1.574 -5.123 -4.428  0.00
H: 0.483 -5.049 -5.488  0.00

Force components x, y, z for each atom (eV/Å):
C -1.469 -1.230 -1.320
C 0.557 2.419 0.277
C -0.672 -0.653 0.501
O -0.724 -2.108 -0.392
C 0.361 0.291 -0.205
N 1.101 0.196 -0.617
H -0.261 -0.361 0.032
H 0.261 -0.281 0.665
H -0.060 0.561 0.324
H -0.140 -0.235 -0.148
H 0.564 0.622 0.734
H 0.438 -0.120 -1.336
H 0.505 0.311 0.516
H -0.770 -0.347 0.593
H 0.271 0.356 -0.311
H -0.055 -0.243 0.173
H 0.330 0.157 0.076
C 0.838 0.031 -0.011
C 0.632 0.631 0.100
C 0.077 -0.669 0.276
O -0.482 0.751 -1.029
C -0.509 -0.722 1.152
N 1.051 -1.584 2.388
H 0.213 0.377 -0.491
H -1.024 0.277 0.183
H -0.168 -0.340 0.530
H 0.503 0.437 -0.039
H 0.576 -0.116 -0.696
H -0.677 -0.075 0.378
H 0.123 0.245 -0.577
H -0.043 -0.067 0.309
H -0.173 0.381 -0.595
H -0.774 1.671 -0.361
H -0.362 -1.760 -1.373
C -1.710 0.814 -0.112
C 0.091 -0.522 -0.610
C 0.436 -0.614 1.338
O -0.876 -1.157 2.023
C 1.132 0.234 -0.648
N 0.104 0.337 -0.806
H 0.601 0.452 -0.028
H -0.354 0.052 -0.419
H 0.744 -0.081 0.206
H -0.627 0.107 -0.509
H 0.052 0.282 0.063
H -0.211 -0.134 -0.125
H -0.194 0.104 0.295
H -0.184 -0.200 0.152
H -0.467 0.549 -0.516
H 0.771 0.522 -0.470
H 0.156 -0.202 0.599
C 1.373 -0.683 -0.158
C -0.928 1.238 -0.004
C 0.871 -0.802 0.301
O -0.127 1.014 -0.835
C 0.094 -1.344 1.087
N 1.047 -0.008 -1.673
H 0.239 -0.018 0.052
H -0.847 -0.439 0.574
H -0.411 -0.029 -0.234
H 0.120 0.106 -0.293
H -0.194 -0.708 -0.118
H -0.305 1.001 0.392
H 0.085 -0.008 -0.322
H -0.205 0.280 0.279
H 0.235 0.449 0.032
H -0.166 0.268 0.391
H -0.586 0.176 0.389
C -1.608 0.227 -0.451
C 0.079 -1.296 1.236
C 2.282 -0.681 -1.145
O -0.370 1.834 -0.734
C -1.113 -0.602 -0.237
N -0.240 -0.948 0.954
H 0.554 -0.337 -0.824
H 0.465 -0.190 1.100
H 0.093 0.090 -0.155
H -0.082 0.360 -0.559
H 0.632 0.445 0.153
H -0.971 0.941 -0.585
H 0.257 -0.033 0.837
H -0.143 0.810 0.577
H 0.297 -0.603 0.235
H -0.483 -0.031 -0.064
H 0.401 0.015 -0.360
C 0.490 -0.058 0.142
C -0.611 -0.152 0.150
O -0.571 0.693 -0.015
H 0.140 0.089 -0.103
H -0.160 0.080 0.099
H 0.122 -0.332 -0.174
H 0.054 0.443 -0.319
H -0.072 -0.147 0.335
H 0.708 -0.437 0.021
C -0.034 -1.368 -1.478
C -0.643 1.166 2.504
O 0.724 0.504 -0.387
H 0.881 0.474 -0.022
H 0.195 0.205 -0.483
H -0.786 -0.679 0.228
H -0.080 0.197 -0.306
H -0.318 -0.282 0.205
H -0.076 -0.402 -0.165
C 0.680 1.347 -0.136
C 0.493 -1.671 0.499
O 0.610 0.261 -0.145
H 0.112 -0.097 -0.046
H -0.134 0.120 -0.341
H -0.152 0.018 0.125
H -1.034 0.857 -0.411
H -0.065 -0.147 -0.046
H -0.316 -0.548 0.261
C 0.276 0.602 0.250
C 0.086 0.057 1.043
O 1.730 1.077 -1.359
H -0.226 -0.017 -0.112
H 0.882 -0.457 -0.134
H -0.645 -0.512 -0.700
H -0.745 -0.145 0.573
H -0.566 -0.391 -0.238
H -0.797 -0.187 0.703